Run a
11 unconnected molecules or ions with the total composition C22H66O22, computed with ωB97M-V/def2-TZVPD.

Results
- E_HOMO: -9.28 eV
- Structure (SMILES): OCCO.OCCO.OCCO.OCCO.OCCO.OCCO.OCCO.OCCO.OCCO.OCCO.OCCO
- Kohn-Sham gap: 9.230 eV

Geometry (Å):
O1 2.07658 -4.42855 3.46217
C1 2.12183 -4.90785 2.11157
C2 1.73771 -3.80471 1.17781
O2 0.36857 -3.49246 1.20071
H1 2.96222 -4.44467 3.83228
H2 3.13824 -5.21882 1.87009
H3 1.50371 -5.80057 2.01636
H4 1.89722 -4.12420 0.14796
H5 2.29948 -2.95118 1.55728
H6 -0.20540 -4.25423 1.09180
O3 2.49515 1.04933 -5.71012
C3 2.45361 2.42276 -5.81084
C4 1.28850 3.01635 -4.94468
O4 1.35367 2.60890 -3.56366
H7 1.60205 0.71592 -5.82333
H8 3.41387 2.81095 -5.47128
H9 2.28648 2.79289 -6.82236
H10 0.30791 2.79670 -5.36693
H11 1.40760 4.09132 -5.08016
H12 1.29551 1.65132 -3.52815
O5 -0.63240 -1.16706 -0.09589
C5 0.54418 -0.38509 0.02107
C6 0.54885 0.68802 -1.06838
O6 0.60211 0.03225 -2.31810
H13 -0.50673 -1.91663 0.49058
H14 0.69082 0.02904 1.01861
H15 1.36427 -1.09052 -0.11276
H16 1.41492 1.34877 -1.03051
H17 -0.27749 1.39419 -0.98718
H18 -0.00940 -0.70692 -2.35389
O7 4.31301 -2.49234 3.45781
C7 5.02064 -1.89318 2.40002
C8 4.91190 -0.38667 2.27074
O8 3.56740 -0.12387 1.85372
H19 4.78499 -3.31157 3.62426
H20 6.08412 -2.08480 2.54285
H21 4.78813 -2.39568 1.46112
H22 5.58838 0.08310 1.55674
H23 5.05014 0.02919 3.26877
H24 2.97150 -0.49564 2.50816
O9 -0.88939 3.98938 1.54397
C9 -1.09123 2.75603 2.18876
C10 -2.60457 2.59079 2.43872
O10 -3.15108 3.60526 3.24882
H25 -0.76834 4.68718 2.19206
H26 -0.78294 1.88816 1.60578
H27 -0.46946 2.76427 3.08399
H28 -2.83729 1.65933 2.95478
H29 -3.09882 2.62589 1.46786
H30 -2.94418 4.41331 2.77358
O11 4.77067 2.39644 1.18058
C11 3.71344 3.12190 0.55117
C12 2.54419 3.07528 1.56425
O12 2.90198 3.50216 2.83267
H31 4.38940 1.53288 1.35522
H32 4.09902 4.11018 0.30071
H33 3.37995 2.66399 -0.38006
H34 2.13818 2.07454 1.71185
H35 1.69277 3.72479 1.36098
H36 3.85592 3.43152 2.91390
O13 -4.74035 -1.58405 -1.81882
C13 -3.97757 -1.87537 -0.67737
C14 -3.88479 -0.68557 0.28356
O14 -5.11684 -0.18584 0.76472
H37 -5.56094 -2.08056 -1.77753
H38 -4.55352 -2.54561 -0.03927
H39 -3.04831 -2.33813 -1.00967
H40 -3.48093 0.18006 -0.24151
H41 -3.19278 -0.90441 1.09678
H42 -5.37776 -0.73172 1.51007
O15 -2.13775 3.05881 -3.36853
C15 -2.67087 1.73072 -3.11084
C16 -3.17219 0.97912 -4.31631
O16 -2.30568 0.92613 -5.43676
H43 -1.70392 3.51105 -2.64129
H44 -1.86448 1.15939 -2.65104
H45 -3.46958 1.82505 -2.37514
H46 -4.08361 1.47323 -4.65285
H47 -3.46049 -0.00767 -3.95406
H48 -2.44667 1.77652 -5.85933
O17 -2.92771 -7.15685 -1.48033
C17 -1.97773 -6.08959 -1.67209
C18 -1.77415 -5.05615 -0.49733
O18 -1.40880 -5.51303 0.78190
H49 -3.27617 -7.30635 -2.36227
H50 -0.98191 -6.47185 -1.89642
H51 -2.17052 -5.68804 -2.66692
H52 -2.77355 -4.68312 -0.27339
H53 -1.30191 -4.12088 -0.79791
H54 -1.99994 -6.25445 0.93173
O19 -1.04745 -0.99133 3.05439
C19 -1.90596 -1.65537 3.90256
C20 -1.60189 -3.13103 4.10159
O20 -0.35124 -3.35318 4.71763
H55 -0.17780 -1.30930 3.30779
H56 -1.80523 -1.02821 4.78835
H57 -2.91793 -1.55712 3.50966
H58 -1.65419 -3.70505 3.17645
H59 -2.33170 -3.56706 4.78375
H60 0.13213 -3.71345 3.97053
O21 -1.11151 4.75393 -1.21914
C21 -0.25630 5.82638 -0.85104
C22 1.14826 5.24545 -0.98778
O22 1.39802 5.13254 -2.38972
H61 -1.18098 4.16509 -0.46413
H62 -0.49754 6.72689 -1.41582
H63 -0.50120 6.07109 0.18252
H64 1.13352 4.25037 -0.54314
H65 1.90233 5.92052 -0.58311
H66 0.99557 4.28142 -2.57743



Run b
A molecular structure, C22H66O22, computed with ωB97M-V/def2-TZVPD.

Results
- E_HOMO: -8.05 eV
- Kohn-Sham gap: 8.122 eV

Geometry (Å):
C1 2.51336 -3.54341 0.49291
C2 3.96369 -3.59892 1.12834
O1 3.86855 -3.78673 2.48647
O2 2.58256 -3.42435 -0.89553
H1 1.92530 -2.66827 0.76933
H2 1.96227 -4.44196 0.77043
H3 4.59459 -2.75741 0.84213
H4 4.46908 -4.51372 0.81879
H5 3.39955 -3.07210 2.92345
H6 2.63459 -4.17587 -1.49061
C3 4.02730 -0.83792 -0.95602
C4 2.51962 -0.36953 -0.83037
O3 2.00278 0.15849 -2.05421
O4 4.09551 -2.11904 -1.57966
H7 4.46064 -0.88359 0.04310
H8 4.71745 -0.26601 -1.57626
H9 2.47677 0.40514 -0.06476
H10 1.92198 -1.20112 -0.45701
H11 1.81077 -0.59504 -2.61715
H12 3.61419 -2.75645 -1.04710
C5 1.56103 -2.86318 -2.79923
C6 0.40311 -3.43663 -1.87364
O5 0.22043 -2.60986 -0.74740
O6 1.13312 -1.57356 -3.24443
H13 1.72891 -3.58490 -3.59863
H14 2.53108 -2.68148 -2.33654
H15 0.66221 -4.42505 -1.49416
H16 -0.55512 -3.59267 -2.36915
H17 0.10410 -1.70406 -1.04336
H18 0.44433 -1.67180 -3.90588
C7 2.37230 2.35668 -2.83438
C8 3.70599 3.06894 -2.84043
O7 4.80680 2.35508 -2.30846
O8 1.78009 2.08937 -1.52377
H19 2.55077 1.43602 -3.38993
H20 1.73622 3.04245 -3.39405
H21 3.78504 3.99684 -2.27399
H22 4.07984 3.27657 -3.84304
H23 5.13400 1.64728 -2.86842
H24 1.94698 1.18136 -1.26059
C9 -0.51054 -0.32983 0.69636
C10 -0.15879 0.31936 -0.63299
O9 -0.21681 -0.54927 -1.72251
O10 0.49785 -1.28652 1.11149
H25 -1.52700 -0.72137 0.73636
H26 -0.51041 0.39414 1.51120
H27 0.80156 0.83367 -0.59681
H28 -0.90033 1.08757 -0.85223
H29 0.00797 -0.20480 -2.58993
H30 0.61782 -1.95062 0.42872
C11 -0.56410 2.69733 -4.07337
C12 0.09353 1.48225 -3.19854
O11 -0.73266 0.34857 -3.21318
O12 -1.83240 3.08026 -3.62263
H31 -0.58520 2.40922 -5.12439
H32 0.06221 3.57921 -3.93872
H33 0.10926 1.76492 -2.14595
H34 1.05305 1.17548 -3.61485
H35 -1.51861 0.46900 -2.67523
H36 -2.45475 2.49625 -4.06219
C13 -2.89575 -1.88592 3.13181
C14 -2.81500 -1.31188 4.55105
O13 -1.72998 -1.80512 5.27976
O14 -1.86447 -1.50116 2.27605
H37 -3.82595 -1.59885 2.64149
H38 -2.94303 -2.97350 3.18683
H39 -3.66450 -1.52840 5.19879
H40 -2.82196 -0.22222 4.52547
H41 -1.54063 -1.20882 6.00789
H42 -1.07653 -2.00692 2.48807
C15 1.00351 2.97008 1.36914
C16 -0.09040 3.38008 0.29802
O15 -1.37522 2.67731 0.57291
O16 0.78249 3.19852 2.76951
H43 1.89885 3.56133 1.17706
H44 1.26184 1.91706 1.25726
H45 0.31308 3.19893 -0.69821
H46 -0.23717 4.45592 0.39355
H47 -1.91620 2.80744 -0.20940
H48 0.15480 2.54879 3.09424
C17 -2.76213 -1.22260 -2.43480
C18 -3.08948 0.10103 -1.71525
O17 -2.57727 1.15852 -2.46462
O18 -3.55569 -1.47907 -3.54637
H49 -2.82839 -2.07228 -1.75527
H50 -1.69993 -1.20649 -2.67889
H51 -2.65409 0.08339 -0.71614
H52 -4.15483 0.29369 -1.58871
H53 -2.77807 1.02844 -3.39433
H54 -4.48530 -1.29516 -3.39275
C19 -3.13494 0.84382 1.37213
C20 -4.46846 1.34779 2.06332
O19 -5.04945 0.24853 2.79236
O20 -2.23031 0.38925 2.36292
H55 -2.77817 1.71778 0.82714
H56 -3.30771 0.09596 0.59823
H57 -5.22659 1.64036 1.33686
H58 -4.30561 2.19540 2.72902
H59 -4.38116 -0.14166 3.36047
H60 -2.18436 -0.56960 2.37197
C21 -0.96160 1.14214 4.10342
C22 0.13888 1.63957 4.99505
O21 0.02768 0.86196 6.20904
O22 -0.97701 1.66534 2.74156
H61 -1.87963 1.54286 4.53323
H62 -1.03551 0.06391 3.96175
H63 0.17963 2.71304 5.17970
H64 1.06809 1.36312 4.49680
H65 0.75193 1.05546 6.80873
H66 -1.70175 1.16857 2.35480



Run c
11 unconnected molecules or ions with the total composition C22H66O22, computed with ωB97M-V/def2-TZVPD.

Results
- E_HOMO: -9.79 eV
- Structure (SMILES): OCCO.OCCO.OCCO.OCCO.OCCO.OCCO.OCCO.OCCO.OCCO.OCCO.OCCO
- Kohn-Sham gap: 10.237 eV

Geometry (Å):
O1 0.89405 -9.17973 20.24415
C1 -0.18751 -8.71235 20.95209
C2 -0.15436 -7.21807 21.22789
O2 -0.32986 -6.52084 20.04841
H1 0.94837 -8.74921 19.37683
H2 -1.15177 -8.95122 20.47847
H3 -0.17489 -9.25555 21.94763
H4 0.83677 -7.04664 21.75160
H5 -1.02359 -7.01287 21.86848
H6 0.55447 -6.22056 19.83023
O3 3.49598 -0.54269 20.65875
C3 4.63304 -1.44653 20.84824
C4 4.38604 -2.65130 19.96962
O4 3.49683 -3.60535 20.64352
H7 2.91405 -0.77426 21.37410
H8 5.39109 -0.81133 20.62489
H9 4.71776 -1.75236 21.93331
H10 5.29414 -3.19091 19.69577
H11 3.85320 -2.31065 19.13754
H12 4.06986 -4.08517 21.30907
O5 2.90016 -8.93283 22.58424
C5 3.95064 -9.69733 21.99216
C6 3.67764 -11.16521 21.85689
O6 2.83192 -11.53144 20.83056
H13 2.14260 -8.98830 21.98092
H14 4.29555 -9.19087 21.06627
H15 4.78602 -9.63071 22.71895
H16 3.35171 -11.60957 22.80179
H17 4.67755 -11.69995 21.72869
H18 2.29856 -10.77096 20.48211
O7 -0.15959 -7.97482 15.44187
C7 -0.06039 -8.51802 14.09440
C8 0.23893 -9.99191 14.04115
O8 -0.89725 -10.82905 14.13473
H19 -1.07954 -7.99754 15.75630
H20 -0.99807 -8.24776 13.58182
H21 0.77143 -7.98038 13.55687
H22 0.96459 -10.29693 14.83407
H23 0.60736 -10.08091 13.02451
H24 -1.54292 -10.62673 13.46414
O9 -0.20965 -12.90978 17.73612
C9 -1.02953 -12.06811 18.55897
C10 -1.29034 -10.78228 17.83256
O10 -2.04849 -11.17854 16.64310
H25 0.27540 -13.54049 18.33726
H26 -2.02390 -12.53229 18.81442
H27 -0.52425 -11.96595 19.52213
H28 -0.41242 -10.34915 17.48441
H29 -1.89337 -10.00042 18.38850
H30 -1.47428 -11.48084 15.92586
O11 1.86320 -2.35994 22.31500
C11 0.84874 -3.28550 22.57979
C12 1.23175 -4.43608 23.52179
O12 2.18920 -5.33620 22.93439
H31 2.51888 -2.87653 21.81873
H32 0.02793 -2.69034 23.00135
H33 0.38506 -3.68265 21.64754
H34 0.25943 -4.92494 23.61526
H35 1.65985 -4.04008 24.46722
H36 2.04865 -6.21617 23.27511
O13 2.40735 -7.41956 24.82471
C13 3.63282 -7.11100 25.55764
C14 3.99087 -5.63570 25.51028
O14 4.35588 -5.17842 24.19963
H37 2.65172 -8.10864 24.16076
H38 3.56866 -7.38460 26.67242
H39 4.47374 -7.64420 25.10298
H40 4.90980 -5.47158 26.16136
H41 3.24351 -4.99328 25.98316
H42 3.53696 -5.23333 23.65824
O15 6.27211 -3.90492 21.79444
C15 7.08645 -5.16747 21.63759
C16 6.45262 -6.47801 22.20403
O16 6.70416 -6.64069 23.54755
H43 6.06213 -3.76165 22.75291
H44 7.17347 -5.23271 20.56756
H45 8.06441 -5.04010 22.06498
H46 6.98205 -7.28290 21.64911
H47 5.37996 -6.44290 21.94171
H48 5.97780 -6.07376 23.93207
O17 -2.74167 -8.67611 15.59684
C17 -3.91084 -8.41309 16.40305
C18 -5.15370 -8.26067 15.48206
O18 -5.31409 -9.38620 14.61683
H49 -2.52947 -9.64638 15.68162
H50 -4.11092 -9.20260 17.13061
H51 -3.87313 -7.43576 16.92478
H52 -5.02264 -7.37591 14.89545
H53 -6.03631 -8.29910 16.05917
H54 -4.42117 -9.56682 14.21207
O19 2.78055 -13.29157 16.89829
C19 3.36649 -13.85867 17.96911
C20 2.49340 -14.82898 18.75533
O20 1.56075 -14.22801 19.66910
H55 2.02243 -12.72132 17.13045
H56 4.24863 -14.38934 17.53267
H57 3.79822 -13.08244 18.65016
H58 3.22784 -15.42473 19.29388
H59 1.89708 -15.46459 18.11622
H60 1.97736 -13.49520 20.14221
O21 1.99424 -5.66470 18.99040
C21 3.04648 -6.52675 18.58029
C22 2.62982 -7.44445 17.45271
O22 1.53149 -8.20042 17.77725
H61 2.41173 -4.85881 19.35492
H62 3.92653 -5.92183 18.22393
H63 3.41592 -7.19080 19.40798
H64 3.43996 -8.13952 17.19219
H65 2.35140 -6.91633 16.53818
H66 0.87088 -8.11302 17.05193



The computed energies, referenced to the most stable structure and given in hartree, are run a 0.1007; run b 1.0471; run c 0.0000.